P.
The following is a quantum chemistry calculation of a single C3H2N2O molecule, from the OMol25 dataset.

Last column: Löwdin charge in e.
Cartesian coordinates (Å):
O1 -1.280 -0.370 0.695  0.0263
N1 -0.221 2.446 -0.848  0.1773
N2 2.014 -1.433 0.051  0.1780
C1 1.106 -0.729 0.172  -0.1596
C2 -0.176 -0.074 -0.105  -0.3794
C3 -0.145 1.358 -0.459  -0.1325
H1 -0.199 -0.640 -1.068  0.1719
H2 -1.047 -0.620 1.598  0.1179

## Properties
LUMO   -0.0017 Eh
2S+1   1
Charge   0

***

Q.
The following is a quantum chemistry calculation of a single C3H2N2O molecule, from the OMol25 dataset.

Last column: Löwdin charge in e.
Cartesian coordinates (Å):
O1 -2.511 0.374 0.095  0.1797
N1 0.488 -1.439 -0.017  -0.1423
N2 0.624 -2.571 0.046  0.1870
C1 0.719 -0.199 0.107  -0.1806
C2 -0.146 1.010 0.030  -0.1001
C3 -1.413 0.767 0.036  -0.2175
H1 1.803 0.108 -0.211  0.1517
H2 0.435 1.949 -0.087  0.1222

## Properties
LUMO   0.0068 Eh
2S+1   1
Charge   0

***

The least stable of them is Q.

***

P.
The following is a quantum chemistry calculation of a single C3H2N2O molecule, from the OMol25 dataset.

Last column: Löwdin charge in e.
Cartesian coordinates (Å):
O1 -1.955 -0.081 0.189  0.1573
N1 1.345 0.732 0.198  0.0907
N2 1.391 -0.792 0.073  0.0929
C1 -0.798 0.055 -0.104  -0.3906
C2 0.161 -1.062 -0.073  -0.1344
C3 0.156 1.125 -0.068  -0.1234
H1 -0.103 -2.187 -0.001  0.1535
H2 -0.197 2.210 -0.214  0.1540

## Properties
LUMO   -0.0693 Eh
2S+1   1
Charge   0

***

Q.
The following is a quantum chemistry calculation of a single C3H2N2O molecule, from the OMol25 dataset.

Last column: Löwdin charge in e.
Cartesian coordinates (Å):
O1 -2.611 3.687 -0.465  0.1320
N1 -0.395 -0.843 0.980  0.1559
N2 -0.307 -0.136 -0.021  -0.0395
C1 -1.704 2.969 -0.286  -0.2462
C2 0.090 1.088 -0.281  -0.1641
C3 -0.616 2.266 -0.347  0.0048
H1 -0.823 -1.662 0.581  0.0667
H2 0.939 1.154 -0.872  0.0905

## Properties
LUMO (alpha / beta)   -0.0253 / -0.0253 Eh
2S+1   1
Charge   0

***

The least stable of them is Q.

***

P.
The following is a quantum chemistry calculation of a single C5H14N2 molecule, from the OMol25 dataset.

Last column: Löwdin charge in e.
Cartesian coordinates (Å):
N1 -1.510 1.789 -1.971  -0.0090
N2 -0.728 1.128 0.898  0.0474
C1 0.645 -1.401 1.300  -0.2769
C2 -0.584 0.235 -0.245  -0.4135
C3 -0.356 0.970 -1.571  -0.2672
C4 1.905 -2.226 1.525  -0.1111
C5 0.601 -0.715 -0.044  -0.2072
H1 0.511 -1.484 -0.807  0.1147
H2 -2.065 2.076 -1.177  0.0459
H3 -0.217 -2.079 1.362  0.1116
H4 0.526 1.609 -1.517  0.1087
H5 2.784 -1.757 1.114  0.0627
H6 0.414 -0.680 2.082  0.0906
H7 -0.208 0.205 -2.322  0.1030
H8 1.995 -2.537 2.561  0.0663
H9 1.815 -3.170 0.982  0.0690
H10 -0.068 1.889 0.806  0.0829
H11 -1.178 2.643 -2.399  0.0575
H12 -1.673 1.435 1.057  0.0669
H13 -1.480 -0.349 -0.425  0.1421
H14 1.507 -0.165 -0.318  0.1155

## Properties
LUMO   0.0397 Eh
2S+1   1
Charge   0

***

Q.
The following is a quantum chemistry calculation of a single C5H14N2 molecule, from the OMol25 dataset.

Last column: Löwdin charge in e.
Cartesian coordinates (Å):
N1 -0.561 0.671 2.841  -0.0177
N2 -1.414 -0.059 0.521  -0.0599
C1 1.158 -1.338 -2.061  -0.1150
C2 0.803 1.119 -0.402  -0.0587
C3 -0.050 -0.165 -0.081  -0.4108
C4 -0.137 -1.130 -1.287  -0.2481
C5 -1.492 0.897 1.625  -0.2739
H1 -1.070 1.758 1.081  0.0773
H2 -1.580 -1.061 0.758  0.1216
H3 2.034 -1.389 -1.473  0.0566
H4 0.753 1.500 -1.410  0.0583
H5 -0.580 -2.135 -1.182  0.1097
H6 1.171 -0.532 -2.905  0.1114
H7 -0.019 1.571 2.901  0.0626
H8 0.572 -0.714 0.693  0.1217
H9 1.962 0.979 -0.068  0.1278
H10 0.564 1.926 0.361  0.0592
H11 0.981 -2.254 -2.515  0.0365
H12 0.218 0.038 2.583  0.0389
H13 -2.497 0.949 2.007  0.0955
H14 -0.816 -0.630 -1.985  0.1070

## Properties
LUMO   0.0346 Eh
2S+1   1
Charge   0

***

R.
The following is a quantum chemistry calculation of a single C5H14N2 molecule, from the OMol25 dataset.

Last column: Löwdin charge in e.
Cartesian coordinates (Å):
N1 -0.182 -0.390 0.044  -0.2339
N2 0.234 3.154 -1.156  -0.0165
C1 -0.007 -1.062 1.314  -0.2815
C2 -0.932 -2.269 1.489  -0.0847
C3 0.490 -1.104 -1.027  -0.0998
C4 -0.226 1.758 -1.161  -0.2646
C5 0.132 1.028 0.127  -0.2311
H1 -1.307 1.696 -1.265  0.1113
H2 0.224 -2.155 -0.941  0.0730
H3 1.574 -1.015 -1.117  0.0912
H4 0.602 3.438 -0.251  0.0549
H5 -1.085 -2.810 0.574  0.0529
H6 -0.120 -0.388 2.164  0.1088
H7 -0.007 -0.830 -1.961  0.0812
H8 -0.632 -2.942 2.290  0.0707
H9 -0.431 1.386 0.986  0.1148
H10 -1.903 -1.882 1.797  0.0694
H11 0.307 1.282 -1.968  0.0916
H12 1.034 -1.426 1.421  0.1137
H13 1.188 1.232 0.384  0.1221
H14 1.046 3.299 -1.743  0.0564

## Properties
LUMO   0.0401 Eh
2S+1   1
Charge   0

***

The least stable of them is Q.

***

P.
The following is a quantum chemistry calculation of 2 unconnected molecules or ions with the total composition C5H14N2, from the OMol25 dataset.

Last column: Löwdin charge in e.
Cartesian coordinates (Å):
N1 -1.104 0.034 1.876  0.0474
N2 -0.931 -1.545 0.071  0.0023
C1 0.564 0.345 0.076  -0.3884
C2 -0.841 -0.228 -1.564  0.0096
C3 -0.166 -0.580 0.978  -0.4432
C4 1.937 -0.108 -0.353  -0.0938
C5 0.411 1.833 0.181  -0.0915
H1 -1.780 0.590 1.364  0.0710
H2 2.140 0.115 -1.414  0.0746
H3 2.088 -1.187 -0.235  0.0730
H4 -1.298 0.754 -1.504  0.0185
H5 -0.474 2.163 0.727  0.0629
H6 -1.632 -0.848 -1.981  0.0151
H7 1.284 2.310 0.648  0.0777
H8 -1.863 -1.906 0.338  0.1002
H9 2.737 0.388 0.217  0.0767
H10 0.027 -0.314 -2.210  0.0190
H11 0.310 2.293 -0.821  0.0809
H12 -0.275 -2.199 -0.355  0.0843
H13 0.488 -1.240 1.570  0.1332
H14 -1.619 -0.668 2.393  0.0703

## Properties
LUMO (alpha / beta)   0.0317 / 0.0317 Eh
2S+1   1
Charge   0

***

Q.
The following is a quantum chemistry calculation of a single C5H14N2 molecule, from the OMol25 dataset.

Last column: Löwdin charge in e.
Cartesian coordinates (Å):
N1 0.684 0.991 1.120  -0.1361
N2 -0.609 -1.235 0.142  -0.1012
C1 1.849 1.507 1.816  -0.1338
C2 0.990 0.550 -0.220  -0.2271
C3 -1.165 0.516 -1.608  -0.0623
C4 -0.117 -0.310 -0.852  -0.4217
C5 -1.458 -2.305 -0.354  -0.1276
H1 -0.064 1.673 1.159  0.1076
H2 -1.517 -2.269 -1.439  0.0672
H3 1.669 1.644 2.874  0.0722
H4 -0.679 1.351 -2.115  0.0691
H5 0.390 -0.954 -1.578  0.1336
H6 -0.982 -0.805 0.972  0.0941
H7 -1.081 -3.293 -0.072  0.0693
H8 1.358 1.350 -0.881  0.1165
H9 2.227 2.413 1.331  0.0748
H10 -1.928 0.889 -0.931  0.0737
H11 -2.498 -2.207 -0.010  0.0773
H12 -1.684 -0.056 -2.385  0.0671
H13 2.620 0.743 1.724  0.0751
H14 1.829 -0.143 -0.137  0.1122

## Properties
LUMO   0.0414 Eh
2S+1   1
Charge   0

***

The least stable of them is P.

***

P.
The following is a quantum chemistry calculation of a single C5H14N2 molecule, from the OMol25 dataset.

Last column: Löwdin charge in e.
Cartesian coordinates (Å):
N1 -2.529 1.322 -0.255  0.0040
N2 1.886 -1.084 -0.711  -0.0249
C1 1.002 0.739 0.577  -0.2177
C2 -1.008 -0.779 -0.044  -0.2293
C3 2.245 -0.035 0.309  -0.3313
C4 -0.123 -0.252 1.086  -0.1984
C5 -1.603 0.368 -0.939  -0.2920
H1 -0.790 0.226 1.831  0.1128
H2 0.512 -0.924 1.563  0.0667
H3 1.509 -2.030 -0.193  0.1323
H4 -2.005 -0.289 -1.837  0.1279
H5 -0.805 0.941 -1.329  0.0618
H6 2.783 -1.356 -1.200  0.0717
H7 -3.424 0.939 0.060  0.0666
H8 2.690 -0.345 1.246  0.0956
H9 3.086 0.566 0.048  0.0930
H10 1.235 1.435 1.399  0.1104
H11 -1.924 -1.081 0.539  0.1034
H12 -2.880 1.884 -0.977  0.0292
H13 0.832 1.327 -0.332  0.0976
H14 -0.688 -1.573 -0.839  0.1206

## Properties
LUMO   0.0410 Eh
2S+1   1
Charge   0

***

Q.
The following is a quantum chemistry calculation of a single C5H14N2 molecule, from the OMol25 dataset.

Last column: Löwdin charge in e.
Cartesian coordinates (Å):
N1 2.059 0.202 1.365  -0.1402
N2 -2.718 -1.137 -1.756  -0.0013
C1 -2.004 0.079 -1.316  -0.2879
C2 0.391 -0.398 -0.521  -0.2318
C3 0.844 0.484 0.614  -0.2906
C4 -0.520 0.074 -1.663  -0.2168
C5 1.999 0.490 2.776  -0.1454
H1 2.832 0.440 0.759  0.1073
H2 0.847 1.512 0.249  0.1085
H3 -0.363 -0.724 -2.439  0.1143
H4 -2.276 0.950 -1.950  0.1051
H5 1.899 1.550 3.048  0.0780
H6 -0.067 -1.314 -0.065  0.1202
H7 0.017 0.562 1.340  0.1095
H8 -3.709 -1.190 -1.606  0.0550
H9 0.008 0.893 -2.187  0.1132
H10 1.333 -0.825 -0.918  0.1076
H11 2.757 -0.150 3.216  0.0741
H12 1.068 0.052 3.156  0.0742
H13 -2.210 -2.005 -1.775  0.0564
H14 -2.186 0.452 -0.330  0.0906

## Properties
LUMO   0.0416 Eh
2S+1   1
Charge   0

***

R.
The following is a quantum chemistry calculation of a single C5H14N2 molecule, from the OMol25 dataset.

Last column: Löwdin charge in e.
Cartesian coordinates (Å):
N1 0.177 -0.295 1.537  -0.1245
N2 -2.271 1.008 -1.076  0.0321
C1 0.185 1.535 -0.435  -0.0625
C2 1.949 -0.950 -0.314  -0.0989
C3 -0.951 0.456 -0.602  -0.4306
C4 -1.176 -0.139 0.800  -0.1831
C5 1.089 -1.395 0.970  -0.2376
H1 -1.621 0.740 1.154  0.0756
H2 -1.909 -1.009 1.001  0.1365
H3 1.720 -1.942 1.767  0.1190
H4 -0.066 -0.544 2.550  0.1188
H5 2.629 -0.193 -0.030  0.0485
H6 0.543 1.876 -1.455  0.0993
H7 -0.284 2.456 -0.135  0.0709
H8 0.902 1.090 0.182  0.0089
H9 -0.720 -0.293 -1.349  0.1027
H10 -2.452 0.536 -1.948  0.0577
H11 1.256 -0.810 -1.208  0.0789
H12 -1.959 1.874 -1.464  0.0402
H13 0.388 -2.190 0.594  0.0938
H14 2.570 -1.810 -0.539  0.0541

## Properties
LUMO   0.0403 Eh
2S+1   1
Charge   0

***

The least stable of them is R.

***

P.
The following is a quantum chemistry calculation of a single C5H14N2 molecule, from the OMol25 dataset.

Last column: Löwdin charge in e.
Cartesian coordinates (Å):
N1 -2.431 -1.730 -1.270  0.0032
N2 -0.521 -0.434 -0.698  -0.0697
C1 1.814 -0.632 1.175  -0.0871
C2 -0.106 0.686 0.164  -0.2309
C3 1.409 0.602 0.398  -0.4388
C4 1.929 1.896 1.011  -0.0849
C5 -1.964 -0.393 -0.960  -0.3366
H1 -0.350 1.611 -0.352  0.1185
H2 2.985 1.824 1.199  0.0646
H3 2.860 -0.587 1.498  0.0759
H4 -2.204 0.293 -1.775  0.1090
H5 -0.396 -1.291 -0.168  0.0884
H6 -2.478 -0.055 -0.052  0.1082
H7 -0.616 0.597 1.136  0.1189
H8 1.797 -1.538 0.560  0.0739
H9 1.431 2.162 1.948  0.0814
H10 -2.406 -1.962 -2.251  0.0635
H11 -3.360 -1.916 -0.923  0.0594
H12 1.791 2.753 0.357  0.0727
H13 1.185 -0.826 2.049  0.0825
H14 1.807 0.517 -0.610  0.1280

## Properties
LUMO   0.0422 Eh
2S+1   1
Charge   0

***

Q.
The following is a quantum chemistry calculation of a single C5H14N2 molecule, from the OMol25 dataset.

Last column: Löwdin charge in e.
Cartesian coordinates (Å):
N1 -0.521 0.466 -0.310  -0.1124
N2 0.210 -1.991 1.492  -0.0175
C1 -0.964 0.854 -1.670  -0.2860
C2 -2.432 1.283 -1.672  -0.1145
C3 1.459 0.135 1.184  -0.1988
C4 0.942 0.533 -0.163  -0.2692
C5 1.570 -1.408 1.257  -0.2558
H1 2.257 -1.713 2.067  0.0968
H2 1.216 1.512 -0.553  0.0999
H3 0.847 0.498 2.021  0.1091
H4 -0.227 -2.313 0.643  0.0487
H5 -0.813 -0.126 -2.168  0.1217
H6 2.371 0.691 1.394  0.1017
H7 -2.994 0.508 -1.165  0.0615
H8 1.338 -0.127 -0.938  0.1110
H9 -0.375 -1.244 1.832  0.0366
H10 -0.947 1.022 0.426  0.1023
H11 -0.383 1.743 -2.026  0.1117
H12 1.872 -1.888 0.312  0.1048
H13 -2.735 2.262 -1.278  0.0721
H14 -2.811 1.208 -2.717  0.0761

## Properties
LUMO   0.0402 Eh
2S+1   1
Charge   0

***

R.
The following is a quantum chemistry calculation of a single C5H14N2 molecule, from the OMol25 dataset.

Last column: Löwdin charge in e.
Cartesian coordinates (Å):
N1 1.512 0.892 0.106  -0.1441
N2 -0.772 -0.065 -1.093  -0.1142
C1 0.714 0.028 1.058  -0.1842
C2 -0.753 -1.038 -2.285  -0.0954
C3 -1.711 -1.071 0.965  -0.0851
C4 -0.404 -0.743 0.224  -0.3723
C5 2.053 2.073 0.755  -0.1718
H1 1.342 2.711 1.198  0.0452
H2 0.044 -1.753 0.001  0.1299
H3 0.233 -0.985 -2.878  0.0978
H4 -1.715 0.382 -1.104  0.1057
H5 0.848 1.126 -0.668  0.0855
H6 -2.494 -1.294 0.192  0.0849
H7 -1.494 -1.717 1.801  0.0654
H8 -1.596 -0.938 -2.931  0.0541
H9 1.413 -0.537 1.716  0.1122
H10 2.744 1.929 1.612  0.0779
H11 -0.729 -2.018 -1.885  0.0378
H12 2.673 2.504 -0.065  0.0855
H13 -2.132 -0.107 1.425  0.0925
H14 0.225 0.621 1.856  0.0926

## Properties
LUMO   0.0397 Eh
2S+1   1
Charge   0

***

The least stable of them is R.